{"formula": "C34H31Cl3F4N6O2W", "method": "ωB97M-V/def2-TZVPD", "lumo_ha": [-0.11481, -0.14385], "spin_multiplicity": 4, "total_charge": 1, "species": ["W", "C", "C", "N", "C", "C", "C", "C", "N", "C", "C", "F", "C", "F", "C", "C", "F", "C", "F", "H", "H", "H", "H", "H", "H", "H", "H", "H", "H", "H", "H", "H", "H", "H", "Cl", "C", "C", "C", "Cl", "C", "O", "C", "Cl", "C", "H", "H", "C", "C", "C", "C", "C", "C", "N", "N", "C", "C", "C", "C", "C", "N", "H", "H", "H", "H", "H", "H", "H", "H", "H", "O", "N", "C", "C", "C", "C", "C", "H", "H", "H", "H", "H"], "xyz": [[-15.618, 3.241, 10.803], [-12.712, 1.978, 8.481], [-13.082, 3.435, 8.832], [-13.460, 3.666, 10.290], [-12.362, 3.031, 11.093], [-12.388, 3.227, 12.612], [-13.455, 5.139, 10.481], [-14.577, 5.780, 9.690], [-15.856, 5.056, 9.940], [-17.063, 5.559, 9.437], [-18.238, 5.533, 10.194], [-18.208, 5.292, 11.512], [-19.423, 5.682, 9.531], [-20.488, 5.625, 10.356], [-19.626, 5.972, 8.209], [-18.456, 6.221, 7.495], [-18.443, 6.566, 6.188], [-17.241, 6.061, 8.100], [-16.131, 6.340, 7.374], [-12.920, 1.803, 7.443], [-13.293, 1.230, 9.045], [-11.653, 1.775, 8.640], [-13.945, 3.763, 8.230], [-12.203, 4.044, 8.548], [-11.449, 3.481, 10.775], [-12.452, 1.950, 10.799], [-12.333, 4.249, 12.937], [-11.471, 2.714, 12.986], [-13.306, 2.776, 12.981], [-12.504, 5.609, 10.142], [-13.647, 5.332, 11.496], [-14.360, 5.827, 8.610], [-14.639, 6.781, 10.084], [-20.552, 6.121, 7.715], [-19.454, -0.473, 5.593], [-18.306, 0.246, 6.666], [-17.706, 1.382, 6.227], [-16.814, 2.024, 7.075], [-16.125, 3.452, 6.467], [-16.406, 1.509, 8.338], [-15.519, 2.161, 9.113], [-17.022, 0.294, 8.695], [-16.640, -0.533, 10.121], [-17.975, -0.306, 7.878], [-17.986, 1.829, 5.248], [-18.439, -1.267, 8.157], [-14.248, 7.302, 14.845], [-14.049, 6.008, 15.355], [-14.561, 4.894, 14.709], [-15.249, 5.068, 13.495], [-15.548, 6.346, 13.050], [-15.004, 7.478, 13.720], [-15.824, 3.906, 12.861], [-16.750, 3.342, 13.580], [-17.630, 2.559, 12.911], [-18.737, 2.066, 13.679], [-19.760, 1.416, 13.011], [-19.681, 1.318, 11.595], [-18.629, 1.864, 10.951], [-17.569, 2.445, 11.584], [-13.794, 8.146, 15.359], [-13.392, 5.894, 16.209], [-14.343, 3.874, 15.018], [-16.207, 6.528, 12.228], [-15.261, 8.456, 13.355], [-18.709, 2.193, 14.737], [-20.606, 0.995, 13.523], [-20.494, 0.845, 11.032], [-18.573, 1.715, 9.879], [-14.803, 1.442, 11.682], [-14.838, 0.448, 12.529], [-14.297, -0.713, 12.110], [-14.287, -1.810, 12.911], [-14.809, -1.715, 14.194], [-15.255, -0.473, 14.667], [-15.249, 0.622, 13.834], [-13.911, -0.592, 11.119], [-13.954, -2.737, 12.533], [-14.745, -2.550, 14.871], [-15.647, -0.381, 15.647], [-15.514, 1.648, 14.083]]}


{"formula": "C34H31CrI2N2OP", "method": "ωB97M-V/def2-TZVPD", "lumo_ha": [-0.12561, -0.11692], "spin_multiplicity": 4, "total_charge": 1, "species": ["Cr", "I", "C", "C", "C", "I", "C", "O", "C", "C", "N", "C", "C", "C", "C", "C", "C", "N", "C", "H", "H", "H", "H", "H", "H", "H", "H", "H", "H", "H", "C", "C", "C", "C", "C", "C", "C", "P", "C", "C", "C", "C", "C", "C", "C", "C", "C", "C", "C", "C", "C", "C", "H", "H", "H", "H", "H", "H", "H", "H", "H", "H", "H", "H", "H", "H", "H", "H", "H", "H", "H", "H"], "xyz": [[0.261, -0.191, 0.497], [6.155, 4.658, -0.256], [4.779, 3.108, -0.138], [5.220, 1.795, -0.010], [4.292, 0.773, 0.068], [4.956, -1.186, 0.269], [2.916, 1.025, 0.026], [2.072, -0.009, 0.106], [2.489, 2.351, -0.101], [1.033, 2.756, -0.111], [0.132, 1.694, -0.611], [-1.269, 2.123, -0.729], [-2.199, 0.934, -0.675], [-3.510, 1.021, -1.113], [-4.321, -0.095, -1.037], [-3.803, -1.280, -0.532], [-2.492, -1.296, -0.112], [-1.704, -0.210, -0.180], [3.425, 3.379, -0.188], [6.276, 1.571, 0.024], [0.928, 3.647, -0.738], [0.695, 3.035, 0.888], [0.476, 1.435, -1.537], [-1.450, 2.676, -1.655], [-1.493, 2.803, 0.094], [-3.878, 1.955, -1.515], [-5.347, -0.046, -1.377], [-4.400, -2.177, -0.461], [-2.041, -2.186, 0.304], [3.083, 4.401, -0.296], [2.567, -0.633, 3.388], [1.754, 0.073, 4.437], [2.366, 0.481, 5.617], [1.653, 1.091, 6.637], [0.289, 1.295, 6.497], [-0.340, 0.902, 5.327], [0.380, 0.312, 4.287], [-0.501, -0.297, 2.809], [-2.204, 0.352, 2.944], [-3.275, -0.535, 3.045], [-4.582, -0.074, 3.079], [-4.831, 1.287, 3.006], [-3.771, 2.175, 2.908], [-2.452, 1.734, 2.878], [-1.353, 2.763, 2.837], [-0.592, -2.082, 3.046], [-1.058, -2.657, 4.232], [-1.092, -4.031, 4.357], [-0.650, -4.827, 3.299], [-0.164, -4.252, 2.140], [-0.113, -2.861, 1.995], [0.494, -2.215, 0.778], [3.583, -0.803, 3.737], [2.632, -0.055, 2.465], [2.139, -1.605, 3.132], [3.427, 0.303, 5.738], [2.159, 1.396, 7.542], [-0.286, 1.750, 7.292], [-1.408, 1.054, 5.233], [-3.088, -1.599, 3.101], [-5.399, -0.778, 3.168], [-5.846, 1.659, 3.037], [-3.965, 3.240, 2.865], [-1.118, 3.127, 3.838], [-1.652, 3.623, 2.236], [-0.421, 2.363, 2.436], [-1.386, -2.026, 5.050], [-1.452, -4.486, 5.269], [-0.675, -5.904, 3.392], [0.202, -4.879, 1.337], [0.132, -2.705, -0.136], [1.580, -2.341, 0.782]]}


{"formula": "C34H31FeN7O2S3Te", "method": "ωB97M-V/def2-TZVPD", "lumo_ha": [0.00191, -0.04351], "spin_multiplicity": 5, "e_above_lowest_ev": 0.574, "species": ["Fe", "C", "C", "C", "C", "C", "C", "N", "N", "C", "C", "C", "C", "C", "N", "H", "H", "H", "H", "H", "H", "H", "H", "H", "C", "C", "C", "C", "C", "C", "C", "S", "O", "O", "N", "C", "C", "C", "C", "C", "C", "C", "C", "N", "C", "H", "H", "H", "H", "H", "H", "H", "H", "H", "H", "H", "H", "H", "S", "C", "N", "C", "C", "N", "H", "H", "H", "H", "H", "H", "Te", "C", "C", "C", "C", "S", "H", "H", "H"], "xyz": [[-0.695, -0.814, -0.066], [4.797, -1.327, 1.626], [4.340, -2.620, 1.416], [3.030, -2.864, 1.045], [2.134, -1.801, 0.877], [2.601, -0.506, 1.087], [3.913, -0.272, 1.458], [0.785, -2.028, 0.516], [0.493, -3.326, 0.559], [-0.729, -3.601, 0.095], [-1.193, -4.938, 0.081], [-2.439, -5.203, -0.398], [-3.240, -4.145, -0.874], [-2.730, -2.874, -0.837], [-1.500, -2.591, -0.366], [5.824, -1.147, 1.915], [5.014, -3.459, 1.537], [2.687, -3.874, 0.888], [1.927, 0.321, 0.998], [4.235, 0.748, 1.626], [-0.539, -5.711, 0.455], [-2.809, -6.218, -0.415], [-4.232, -4.312, -1.262], [-3.307, -2.040, -1.207], [3.643, -0.781, 5.660], [2.447, -0.329, 4.878], [1.504, -1.241, 4.427], [0.439, -0.845, 3.633], [0.317, 0.487, 3.289], [1.223, 1.433, 3.763], [2.280, 1.018, 4.555], [-0.891, 1.009, 2.127], [-1.888, -0.042, 2.032], [-1.314, 2.335, 2.536], [-0.224, 0.985, 0.686], [0.540, 1.952, 0.073], [0.788, 3.237, 0.499], [1.597, 4.101, -0.271], [2.176, 3.695, -1.437], [1.980, 2.362, -1.881], [2.617, 1.832, -3.028], [2.445, 0.519, -3.350], [1.606, -0.269, -2.532], [0.979, 0.197, -1.485], [1.161, 1.499, -1.139], [3.464, -1.736, 6.150], [3.919, -0.050, 6.419], [4.496, -0.907, 4.990], [1.612, -2.288, 4.678], [-0.277, -1.568, 3.268], [1.094, 2.475, 3.514], [2.993, 1.747, 4.920], [0.352, 3.589, 1.421], [1.762, 5.107, 0.093], [2.803, 4.360, -2.014], [3.249, 2.477, -3.626], [2.926, 0.070, -4.208], [1.450, -1.316, -2.761], [-2.990, 0.353, -1.010], [-2.775, 2.042, -0.988], [-2.895, 2.831, 0.078], [-2.516, 4.199, -0.246], [-2.626, 4.200, -1.782], [-2.504, 2.778, -2.073], [-2.827, 2.463, 1.017], [-1.491, 4.385, 0.078], [-3.183, 4.920, 0.222], [-1.829, 4.773, -2.254], [-3.596, 4.577, -2.123], [-2.561, 2.360, -2.988], [-1.487, -0.390, -3.648], [-3.342, -0.734, -4.488], [-3.969, -1.937, -4.694], [-5.246, -1.793, -5.287], [-5.573, -0.489, -5.520], [-4.318, 0.562, -5.032], [-3.531, -2.882, -4.417], [-5.895, -2.620, -5.527], [-6.480, -0.108, -5.952]]}


Here are the calculated E numbers, same order: -99051.781 -94696.914 -124473.323 (eV).